{
  "formula": "C16H15N3O2S",
  "method": "ωB97M-V/def2-TZVPD",
  "max_force_ev_per_a": 1.411,
  "homo_energy_ev": -8.30,
  "de_lowest_ev": 3.428,
  "total_charge": 0,
  "smiles": "O=[N+]([O-])c1cccc(NC(=S)N2CCc3ccccc3C2)c1",
  "lumo_energy_ev": -0.66,
  "spin_multiplicity": 1,
  "homo_lumo_gap_ev": 7.65,
  "elements": ["O", "N", "O", "C", "C", "C", "C", "C", "N", "C", "S", "N", "C", "C", "C", "C", "C", "C", "C", "C", "C", "C", "H", "H", "H", "H", "H", "H", "H", "H", "H", "H", "H", "H", "H", "H", "H"],
  "xyz": [[6.1598, 1.3399, -0.9338], [5.4873, 0.3819, -0.6206], [5.8840, -0.5540, 0.0399], [4.1136, 0.3551, -1.0632], [3.6241, 1.4041, -1.8321], [2.3109, 1.3482, -2.2620], [1.4997, 0.2816, -1.9191], [1.9870, -0.7585, -1.1209], [1.2035, -1.8387, -0.7469], [-0.1594, -1.9837, -0.9416], [-0.7233, -3.4033, -1.5717], [-0.9730, -0.9806, -0.5700], [-2.3883, -1.1193, -0.8669], [-3.1541, 0.1496, -0.5085], [-2.9285, 0.4362, 0.9437], [-3.9372, 0.7237, 1.8473], [-3.6305, 0.9355, 3.1810], [-2.3190, 0.8465, 3.6159], [-1.3072, 0.5496, 2.7181], [-1.6104, 0.3485, 1.3818], [-0.5548, 0.0650, 0.3503], [3.3173, -0.7207, -0.7066], [4.2735, 2.2252, -2.0887], [1.9166, 2.1375, -2.8829], [0.4931, 0.2270, -2.3031], [1.6889, -2.7250, -0.6850], [-2.4912, -1.3552, -1.9309], [-2.7963, -1.9683, -0.3034], [-4.2125, 0.0079, -0.7247], [-2.7896, 0.9836, -1.1157], [-4.9607, 0.7835, 1.5073], [-4.4175, 1.1636, 3.8839], [-2.0828, 1.0041, 4.6573], [-0.2837, 0.4768, 3.0563], [-0.3505, 0.9917, -0.2088], [0.3736, -0.2406, 0.8373], [3.7376, -1.5185, -0.1131]],
  "lowdin_charge": [0.09, -0.36, 0.08, -0.15, 0.00, -0.05, -0.02, -0.24, 0.04, -0.84, 0.67, -0.10, -0.20, -0.11, -0.19, -0.03, -0.08, -0.08, -0.03, -0.16, -0.08, 0.07, 0.12, 0.11, 0.12, 0.13, 0.10, 0.12, 0.12, 0.13, 0.11, 0.10, 0.10, 0.11, 0.13, 0.13, 0.13]
}